# 1
Formula: CH3N5
Source: the Open Molecules 2025 dataset
Level of theory: ωB97M-V/def2-TZVPD

Last column: Mulliken charge in e.
Element x y z (Å)
C  -0.66  0.88  -0.13  0.01
H  2.05  -0.67  -0.63  0.28
H  1.84  -0.19  0.91  0.23
H  -0.57  1.92  -0.02  0.39
N  1.47  -0.06  0.02  -0.74
N  0.14  -0.14  -0.10  0.60
N  -1.92  0.44  0.01  -0.29
N  -1.79  -0.90  0.04  -0.20
N  -0.55  -1.28  -0.10  -0.28

Summary:
Molar mass: 85.07 g mol⁻¹
E_LUMO: 0.769 eV
Gap between HOMO and LUMO: 11.127 eV
SMILES string: Nn1cnnn1

# 2
Formula: CH3N5O4
Source: the Open Molecules 2025 dataset
Level of theory: ωB97M-V/def2-TZVPD

Last column: Mulliken charge in e.
Element x y z (Å)
C  0.54  1.44  1.25  0.53
N  1.18  0.71  1.96  -0.34
N  0.11  2.06  0.26  -0.54
N  -0.15  -0.73  -0.43  -0.49
N  -0.53  -0.52  -1.58  1.18
N  -0.14  -2.04  0.10  1.02
O  -0.51  0.78  -1.87  -0.58
O  -0.98  -1.30  -2.35  -0.60
O  -0.11  -2.00  1.28  -0.59
O  -0.10  -2.99  -0.62  -0.56
H  1.03  0.15  2.76  0.29
H  0.03  3.02  0.21  0.15
H  -0.37  1.42  -0.98  0.53

Summary:
Molar mass: 149.07 g mol⁻¹
E_LUMO: -0.129 eV
Gap between HOMO and LUMO: 10.797 eV

# 3
Formula: CH3N5S
Source: the Open Molecules 2025 dataset
Level of theory: ωB97M-V/def2-TZVPD

Last column: Mulliken charge in e.
Element x y z (Å)
C  -0.06  -0.23  0.36  0.50
H  1.14  1.19  2.66  0.15
H  -0.45  0.19  -2.63  0.29
H  -1.38  -1.31  -0.98  0.28
N  -0.48  -0.53  1.53  -0.40
N  1.01  0.63  -0.02  -0.13
N  0.93  0.62  -1.27  -0.40
N  0.05  -0.13  -1.76  0.11
N  -0.99  -0.43  -0.79  -0.24
S  0.23  0.02  2.92  -0.17

Summary:
Molar mass: 117.14 g mol⁻¹
E_LUMO: 0.091 eV
Gap between HOMO and LUMO: 8.189 eV
SMILES string: S/N=c1\nn[nH][nH]1

# 4
Formula: CH3NO2
Source: the Open Molecules 2025 dataset
Level of theory: ωB97M-V/def2-TZVPD

Last column: Mulliken charge in e.
Element x y z (Å)
C  -0.25  0.10  -0.11  -0.62
N  -1.53  0.48  0.40  -0.11
O  -3.61  0.06  -0.11  -0.38
O  -2.35  -0.33  -0.12  0.23
H  0.59  0.03  0.54  0.27
H  -0.15  1.02  -0.74  0.23
H  -0.31  -0.75  -0.66  0.39

Summary:
Molar mass: 61.04 g mol⁻¹
E_LUMO (alpha / beta): -0.550 / -0.947 eV
Gap between HOMO and LUMO (alpha / beta): 10.315 / 8.940 eV

# 5
Formula: CH3NO2
Source: the Open Molecules 2025 dataset
Level of theory: ωB97M-V/def2-TZVPD

Last column: Mulliken charge in e.
Element x y z (Å)
N  0.93  0.20  0.31  -0.35
C  -0.16  -0.28  -0.30  0.62
O  -1.25  0.59  0.03  -0.49
O  -0.28  -1.21  -1.09  -0.56
H  0.96  1.01  0.89  0.22
H  1.79  -0.32  0.43  0.23
H  -2.00  0.01  -0.27  0.33

Summary:
Molar mass: 61.04 g mol⁻¹
E_LUMO: 0.711 eV
Gap between HOMO and LUMO: 11.500 eV
SMILES string: NC(=O)O

# 6
Formula: CH3NO2P
Source: the Open Molecules 2025 dataset
Level of theory: ωB97M-V/def2-TZVPD

Last column: Mulliken charge in e.
Element x y z (Å)
C  1.31  -1.31  -0.91  0.69
N  1.88  -0.97  0.09  -0.60
O  1.08  -1.89  -1.87  -0.42
O  -0.62  0.09  -0.13  -0.59
P  -1.06  1.45  0.44  -0.22
H  1.62  -0.16  0.59  0.32
H  -1.75  1.17  1.65  -0.09
H  -2.46  1.62  0.14  -0.09

Summary:
Molar mass: 92.01 g mol⁻¹
E_LUMO: 4.058 eV
Gap between HOMO and LUMO: 7.052 eV
Net charge: -1